Density functional theory data (ωB97M-V/def2-TZVPD) for an isolated ion of composition C20H19N2O2 and charge -1 at a distorted geometry.

Computed properties:
HOMO-LUMO gap = 0.2023 Ha
HOMO level = -0.09275 hartree
Net charge = -1
DFT total energy = -28121.6268 eV

CARTESIAN COORDINATES (ANGSTROEM)
H 2.67162 -0.19829 -4.40857
H 1.09715 -5.37867 -1.84610
C 1.36862 -0.67185 -2.73967
H -1.19034 -6.24724 -1.31058
H -0.93737 -0.01663 2.19021
C -0.64568 0.86123 0.64600
C 0.99078 -0.34607 -1.42896
H -1.93185 5.74716 2.94953
H 0.70183 -1.64822 2.33135
C 2.95129 1.19429 -2.76497
H 1.46318 0.92073 0.28637
H 3.08478 2.33083 -0.88911
H 1.61489 -2.95048 -1.56693
H -0.13559 1.57641 -0.06000
C 1.03371 -0.57740 2.21759
O -1.83265 2.97538 1.06739
O -2.87659 1.11426 1.71741
C -0.42261 -2.44784 -0.97481
H 3.68552 1.82699 -3.30825
C -1.67742 -2.94049 -0.54737
H -1.62668 3.32790 3.11876
C -0.96914 -5.18278 -1.19495
C 2.35258 -0.26739 2.45772
C -1.95172 -4.31152 -0.68221
C 0.60217 -3.32554 -1.38742
C 0.31551 -4.69445 -1.51923
H -2.39153 -2.24403 -0.10885
C 2.36034 0.08990 -3.40485
C -1.94279 1.62649 1.19874
N 3.48904 0.00501 2.68659
N -1.09946 -0.34209 -0.10774
C -0.20642 -0.99774 -0.80039
C 1.67601 0.70386 -0.77319
C 0.04260 0.42975 1.96675
H -2.47562 5.59989 1.25281
H -0.78388 5.25200 1.66556
H 0.29822 1.45377 2.41666
H 0.89948 -1.52376 -3.25130
H -2.92552 -4.69058 -0.35993
C -1.81982 5.16290 2.00793
C 2.62066 1.50887 -1.43880
H -3.27658 3.58768 2.43226
C -2.20072 3.70778 2.26456


Density functional theory data (ωB97M-V/def2-TZVPD) for one molecule with the formula C20H19N3O3S.

Computed properties:
HOMO-LUMO gap = 0.3092 Ha
HOMO level = -0.30376 hartree
Net charge = 0
SMILES string = COC(=O)c1ccc(NC(=S)N(Cc2cccnc2)Cc2ccco2)cc1
DFT total energy = -42496.3043 eV

CARTESIAN COORDINATES (ANGSTROEM)
C 1.32463 -4.48285 0.24140
C -3.21130 2.05210 -0.81089
H 3.76594 0.57549 2.59741
H -6.59161 -0.42951 1.93576
C 0.96644 -3.91526 -0.97373
H 0.29547 -4.42758 -1.64545
H 0.93800 -5.44594 0.54678
C 1.42719 0.69410 0.68483
C 2.64798 -2.72127 0.77914
N 1.81157 0.27789 -0.65944
H -0.49690 -0.68193 -0.79782
C 2.35774 -2.05276 -0.40457
C -4.87784 0.51391 0.16455
H 3.53957 4.61325 1.14591
O -5.03413 -0.74516 0.60984
C 4.12679 2.73811 2.18812
C -3.50874 0.77917 -0.32286
H -3.99155 2.79758 -0.81668
C 2.90073 -0.68280 -0.70304
H 3.32187 -2.28892 1.50883
C 1.46027 0.96617 -1.76675
C -1.94995 2.34523 -1.27496
N 0.30610 1.71495 -1.74553
O 2.39930 2.92604 0.80205
H 3.66863 -0.40110 0.02303
C -0.94553 1.37235 -1.25488
C -6.32843 -1.07010 1.09126
H -1.72378 3.32957 -1.65757
H 1.24516 -2.19642 -2.23466
H 3.33472 -0.65402 -1.70611
H 0.45126 1.17834 0.66516
H -2.74512 -1.18947 0.03371
H 1.37184 -0.19602 1.31615
C 3.48948 1.47697 2.08943
H -6.28607 -2.11155 1.39988
H -7.07244 -0.93235 0.30369
S 2.35888 0.98882 -3.15662
C -1.24920 0.09162 -0.78294
C -2.51581 -0.19790 -0.32267
O -5.77012 1.32771 0.17082
N 2.14757 -3.90189 1.09584
H 4.98854 2.97960 2.77490
C 2.43829 1.64717 1.23611
H 0.30080 2.44153 -2.45075
C 3.42108 3.57461 1.38168
C 1.49267 -2.67748 -1.29839


Density functional theory data (ωB97M-V/def2-TZVPD) for one molecule with the formula C20H19NO5S.

Computed properties:
HOMO-LUMO gap = 0.3102 Ha
HOMO level = -0.30005 hartree
Net charge = 0
SMILES string = COC(=O)C1=CN(Cc2cccs2)C=C(C(=O)OC)C1c1cccc(O)c1
DFT total energy = -43611.1601 eV

CARTESIAN COORDINATES (ANGSTROEM)
H -5.77369 0.12359 -1.18886
H 2.91577 -0.08845 4.15272
H 4.60518 -0.01388 2.34380
H -3.22005 -0.86160 -2.40322
H -1.41138 2.11077 -1.57200
O 2.45865 -2.43994 -1.06800
C -5.08410 0.05846 -0.36638
H 2.71630 -4.40899 -1.64430
H -0.18882 -0.05293 1.23206
C 3.09151 3.76594 -0.81372
H -0.53232 -0.12431 3.45261
C 1.80611 -0.00130 0.45411
C 2.61997 -0.06391 3.11609
H 2.20605 0.05223 -1.63664
C 0.86629 -0.04361 1.47308
C -2.95381 0.02048 -1.80853
S -2.92810 -0.09305 1.00389
H 4.11446 3.53322 -0.52913
C -3.73425 0.00640 -0.52434
O 0.36046 -0.11826 3.81875
H 3.13423 -4.03896 0.04470
C -4.43021 -0.06338 1.83901
H -1.38263 -2.05894 -1.66412
C 1.09320 2.58881 -1.12807
C 0.47783 1.26114 -1.21425
C -0.82754 -1.14512 -1.50777
O 0.49005 3.63532 -1.22585
C 3.55336 -0.02203 2.09835
H 2.61242 4.38574 -0.05308
H 4.19132 -3.45676 -1.27252
C -0.84368 1.19873 -1.45533
H 3.88925 0.04040 -0.01633
C 0.49491 -1.19978 -1.27048
C 3.16439 -3.66579 -0.98141
H 3.07062 4.30220 -1.76543
C -5.48266 0.01819 0.98922
C 3.15479 0.00880 0.77289
H -4.43526 -0.10750 2.90961
O 0.53456 -3.57109 -1.35796
H -6.50803 0.04987 1.31012
C 1.12811 -2.52166 -1.23587
N -1.52930 0.02458 -1.59393
O 2.42076 2.52355 -0.93143
H -3.23033 0.90920 -2.38801
C 1.26507 -0.07540 2.80193
C 1.32682 0.03062 -0.98328


The lowest net charge belongs to which entry? C20H19N2O2


Copy entry 3 word for word.
Density functional theory data (ωB97M-V/def2-TZVPD) for one molecule with the formula C20H19NO5S.

Computed properties:
HOMO-LUMO gap = 0.3102 Ha
HOMO level = -0.30005 hartree
Net charge = 0
SMILES string = COC(=O)C1=CN(Cc2cccs2)C=C(C(=O)OC)C1c1cccc(O)c1
DFT total energy = -43611.1601 eV

CARTESIAN COORDINATES (ANGSTROEM)
H -5.77369 0.12359 -1.18886
H 2.91577 -0.08845 4.15272
H 4.60518 -0.01388 2.34380
H -3.22005 -0.86160 -2.40322
H -1.41138 2.11077 -1.57200
O 2.45865 -2.43994 -1.06800
C -5.08410 0.05846 -0.36638
H 2.71630 -4.40899 -1.64430
H -0.18882 -0.05293 1.23206
C 3.09151 3.76594 -0.81372
H -0.53232 -0.12431 3.45261
C 1.80611 -0.00130 0.45411
C 2.61997 -0.06391 3.11609
H 2.20605 0.05223 -1.63664
C 0.86629 -0.04361 1.47308
C -2.95381 0.02048 -1.80853
S -2.92810 -0.09305 1.00389
H 4.11446 3.53322 -0.52913
C -3.73425 0.00640 -0.52434
O 0.36046 -0.11826 3.81875
H 3.13423 -4.03896 0.04470
C -4.43021 -0.06338 1.83901
H -1.38263 -2.05894 -1.66412
C 1.09320 2.58881 -1.12807
C 0.47783 1.26114 -1.21425
C -0.82754 -1.14512 -1.50777
O 0.49005 3.63532 -1.22585
C 3.55336 -0.02203 2.09835
H 2.61242 4.38574 -0.05308
H 4.19132 -3.45676 -1.27252
C -0.84368 1.19873 -1.45533
H 3.88925 0.04040 -0.01633
C 0.49491 -1.19978 -1.27048
C 3.16439 -3.66579 -0.98141
H 3.07062 4.30220 -1.76543
C -5.48266 0.01819 0.98922
C 3.15479 0.00880 0.77289
H -4.43526 -0.10750 2.90961
O 0.53456 -3.57109 -1.35796
H -6.50803 0.04987 1.31012
C 1.12811 -2.52166 -1.23587
N -1.52930 0.02458 -1.59393
O 2.42076 2.52355 -0.93143
H -3.23033 0.90920 -2.38801
C 1.26507 -0.07540 2.80193
C 1.32682 0.03062 -0.98328